The following is a DFT calculation (ωB97M-V/def2-TZVPD) of a cluster of 2 separate species, C4H8O2 in total.

```
14
C4H8O2 (ωB97M-V/def2-TZVPD)
O 1.3458 1.2766 -1.9551
C 0.7695 -0.4526 -0.1969
C 0.4354 0.4145 0.9653
C -1.0125 0.0887 1.3621
O -1.5984 -0.3895 0.1646
C -0.5481 -1.0109 -0.5539
H 0.8988 0.9203 -2.7326
H 1.7214 0.4841 -1.5164
H 0.5024 1.4163 0.5039
H 1.1796 0.3854 1.7662
H -1.5931 0.9470 1.7078
H -1.0302 -0.6907 2.1411
H -0.4067 -2.0712 -0.2390
H -0.7861 -1.0303 -1.6216
```

LUMO level: 0.005 eV
ΔE to the lowest compared entry with this formula, charge and spin: 417.98 kJ/mol
HOMO energy: -9.2222 eV
strongest force on any atom: 0.45 eV Å⁻¹
spin multiplicity: 1


The following is a DFT calculation (ωB97M-V/def2-TZVPD) of the molecule C4H8O2.

```
14
C4H8O2 (ωB97M-V/def2-TZVPD)
O 1.7086 -1.3537 -0.3528
C 1.2765 -0.0675 -0.7419
C 0.4372 0.5863 0.3444
C -0.9589 1.1351 0.1502
C -0.7532 -0.1831 0.8251
O -1.0511 -1.3393 0.0796
H 0.9078 -1.8965 -0.3085
H 0.7311 -0.1028 -1.6960
H 2.1878 0.5153 -0.9060
H 1.0163 1.0893 1.1146
H -1.4184 1.1074 -0.8365
H -1.2534 1.9875 0.7562
H -0.9168 -0.2946 1.8960
H -1.9109 -1.2158 -0.3392
```

LUMO level: 0.811 eV
ΔE to the lowest compared entry with this formula, charge and spin: 186.40 kJ/mol
structure (SMILES): OC[C@H]1C[C@H]1O
HOMO energy: -10.0578 eV
strongest force on any atom: 0.43 eV Å⁻¹
spin multiplicity: 1


The following is a DFT calculation (ωB97M-V/def2-TZVPD) of the molecule C4H8O2.

```
14
C4H8O2 (ωB97M-V/def2-TZVPD)
O 1.9831 -0.0424 0.6619
C 1.3286 1.1067 0.3909
C 0.1613 1.2276 -0.2588
C -0.5092 0.1058 -1.0259
C -0.9429 -1.1287 -0.1922
O -0.4121 -1.1153 1.1300
H 1.2965 -0.7355 0.7891
H 1.8656 1.9799 0.7503
H -0.2547 2.2271 -0.3524
H -1.3858 0.5078 -1.5445
H 0.1839 -0.2302 -1.8076
H -2.0368 -1.2180 -0.1407
H -0.5626 -2.0472 -0.6488
H -0.5286 -0.2010 1.4423
```

LUMO level: 0.886 eV
ΔE to the lowest compared entry with this formula, charge and spin: 158.25 kJ/mol
structure (SMILES): O/C=C\CCO
HOMO energy: -8.9121 eV
strongest force on any atom: 0.43 eV Å⁻¹
spin multiplicity: 1


The following is a DFT calculation (ωB97M-V/def2-TZVPD) of a cluster of 2 separate species, C4H8O2 in total.

```
14
C4H8O2 (ωB97M-V/def2-TZVPD)
O 1.1648 -0.7877 -1.7471
C 0.6053 0.2301 -0.9444
C -0.8400 -0.0791 -0.5378
C -0.7513 -0.7838 0.8104
O 0.4386 -0.5293 1.2752
C 1.2691 0.3300 0.4198
H 1.0226 -1.6357 -1.3055
H 0.7118 1.1549 -1.5137
H -1.3432 -0.7378 -1.2512
H -1.4625 0.8263 -0.4592
H -2.1799 0.0661 1.9976
H -2.3986 0.7522 2.1767
H 1.2299 1.3309 0.8563
H 2.2895 -0.0564 0.4442
```

LUMO level: 0.708 eV
ΔE to the lowest compared entry with this formula, charge and spin: 423.40 kJ/mol
HOMO energy: -8.5934 eV
strongest force on any atom: 0.47 eV Å⁻¹
spin multiplicity: 1


The following is a DFT calculation (ωB97M-V/def2-TZVPD) of the molecule C4H8O2.

```
14
C4H8O2 (ωB97M-V/def2-TZVPD)
C -0.2716 1.5942 -0.0587
C -0.8002 0.4055 0.7177
C -0.7116 -0.8648 -0.0237
O -0.3637 -0.9375 -1.4012
C 0.5720 -0.8854 0.8299
O 1.7261 -0.8077 0.0880
H -0.0621 2.4419 0.5989
H 0.6128 1.4209 -0.6906
H -1.0997 1.9082 -0.7121
H 0.4113 0.0729 1.4973
H -1.4462 -1.6396 0.1944
H -0.5817 -0.0937 -1.8179
H 0.5705 -1.6476 1.6122
H 1.4443 -0.9672 -0.8343
```

LUMO level: 0.666 eV
ΔE to the lowest compared entry with this formula, charge and spin: 459.96 kJ/mol
HOMO energy: -8.3204 eV
strongest force on any atom: 0.30 eV Å⁻¹
spin multiplicity: 1


The following is a DFT calculation (ωB97M-V/def2-TZVPD) of the molecule C4H8O2.

```
14
C4H8O2 (ωB97M-V/def2-TZVPD)
C -1.0603 1.0931 1.0415
O -1.1418 0.6507 -0.3039
C -0.7195 -0.8446 -0.5840
C 0.4719 -0.1635 -0.9598
C 1.6333 -0.3678 -0.1335
O 1.5463 -1.5169 -0.8863
H -0.5004 0.3965 1.6789
H -0.5722 2.0792 1.1068
H -2.0858 1.1803 1.4035
H -0.6397 -1.4721 0.3136
H -1.3484 -1.2919 -1.3665
H 0.4603 0.4175 -1.8748
H 1.4806 -0.4345 0.9497
H 2.4757 0.2739 -0.3850
```

LUMO level: 0.944 eV
ΔE to the lowest compared entry with this formula, charge and spin: 459.20 kJ/mol
structure (SMILES): COC[C@H]1CO1
HOMO energy: -9.1115 eV
strongest force on any atom: 4.10 eV Å⁻¹
spin multiplicity: 1


The following is a DFT calculation (ωB97M-V/def2-TZVPD) of the molecule C4H8O2.

```
14
C4H8O2 (ωB97M-V/def2-TZVPD)
C -1.0425 0.2100 -0.9730
C -0.1080 0.4833 0.1800
O 0.1862 1.8153 0.5331
C -0.0085 -0.5444 1.2752
C 1.0804 -0.4367 0.2287
O 1.1861 -1.4938 -0.6840
H -2.0858 0.4578 -0.7246
H -0.9091 -0.8417 -1.2326
H -0.7478 0.8025 -1.8473
H -0.6232 2.3006 0.7285
H 0.2058 -0.1921 2.2843
H -0.6590 -1.4118 1.2206
H 2.0230 0.0121 0.5461
H 1.5407 -1.1838 -1.5339
```

LUMO level: 0.847 eV
ΔE to the lowest compared entry with this formula, charge and spin: 180.33 kJ/mol
structure (SMILES): C[C@@]1(O)C[C@H]1O
HOMO energy: -9.4091 eV
strongest force on any atom: 0.65 eV Å⁻¹
spin multiplicity: 1


The following is a DFT calculation (ωB97M-V/def2-TZVPD) of the molecule C4H8O2.

```
14
C4H8O2 (ωB97M-V/def2-TZVPD)
C -0.5616 -0.7480 -1.3849
C -0.0986 0.5076 -0.7622
O -1.4539 1.0882 0.8870
C -0.4257 0.5080 1.4100
C 0.9224 0.5241 0.2141
O 1.7521 -0.5856 0.3435
H -0.4568 -1.5926 -0.6966
H -1.5919 -0.6711 -1.7336
H 0.0965 -0.9604 -2.2394
H -0.5119 1.4452 -1.1106
H -0.3957 -0.6147 1.4653
H -0.0322 0.8984 2.3774
H 1.4632 1.4586 0.3594
H 1.2942 -1.2577 0.8708
```

LUMO level: -0.468 eV
ΔE to the lowest compared entry with this formula, charge and spin: 461.14 kJ/mol
HOMO energy: -8.1756 eV
strongest force on any atom: 0.50 eV Å⁻¹
spin multiplicity: 1


The following is a DFT calculation (ωB97M-V/def2-TZVPD) of the molecule C4H8O2.

```
14
C4H8O2 (ωB97M-V/def2-TZVPD)
C 1.3234 0.0678 0.4332
C -0.0698 0.2170 -0.1136
C -0.6129 1.6314 -0.0054
O -1.0607 -0.6997 0.3110
C -0.8750 -1.9647 -0.0689
O 0.1135 -2.4256 -0.5777
H 1.9196 0.9235 0.0929
H 1.3422 0.0451 1.5257
H 1.7267 -0.8499 0.0181
H 0.0459 -0.0057 -1.3161
H -1.6898 1.7663 0.1473
H -0.3795 1.4158 -1.0811
H 0.0055 2.4028 0.4801
H -1.7891 -2.5241 0.1545
```

LUMO level: 0.985 eV
ΔE to the lowest compared entry with this formula, charge and spin: 243.39 kJ/mol
structure (SMILES): CC(C)OC=O
HOMO energy: -9.9888 eV
strongest force on any atom: 4.26 eV Å⁻¹
spin multiplicity: 1


The following is a DFT calculation (ωB97M-V/def2-TZVPD) of the molecule C4H8O2.

```
14
C4H8O2 (ωB97M-V/def2-TZVPD)
C -0.6261 -0.6798 1.4505
C 0.4118 -0.4639 0.3645
O 0.9723 -1.7288 0.0601
C -0.1283 0.1643 -0.8977
C -0.1578 1.6116 -1.0807
O 0.8613 0.8337 -1.6864
H -1.3937 -1.3897 1.1273
H -0.1313 -1.0934 2.3338
H -1.1068 0.2628 1.7332
H 1.1897 0.2172 0.7514
H 1.6131 -1.5902 -0.6506
H -0.8066 -0.4610 -1.4806
H 0.1671 2.2441 -0.2554
H -0.8647 2.0732 -1.7692
```

LUMO level: 1.046 eV
ΔE to the lowest compared entry with this formula, charge and spin: 185.79 kJ/mol
structure (SMILES): C[C@@H](O)[C@H]1CO1
HOMO energy: -10.2697 eV
strongest force on any atom: 0.40 eV Å⁻¹
spin multiplicity: 1


The following is a DFT calculation (ωB97M-V/def2-TZVPD) of the molecule C4H8O2.

```
14
C4H8O2 (ωB97M-V/def2-TZVPD)
C 2.0312 -0.0111 0.5532
O 0.7148 0.4561 0.7790
C -0.1237 0.2798 -0.3634
C -0.5664 -1.1210 -0.7246
O -2.2562 -0.5264 0.0877
C -1.5346 0.7485 -0.0004
H 2.0554 -1.0932 0.3301
H 2.5182 0.5228 -0.2835
H 2.6008 0.1681 1.4720
H 0.3267 0.7963 -1.2325
H -0.1845 -1.8736 -0.0169
H -2.0308 -0.9721 -0.8538
H -1.5486 1.2102 0.9906
H -2.0022 1.4156 -0.7375
```

LUMO level: 0.240 eV
ΔE to the lowest compared entry with this formula, charge and spin: 556.55 kJ/mol
HOMO energy: -8.9665 eV
strongest force on any atom: 0.90 eV Å⁻¹
spin multiplicity: 1


The following is a DFT calculation (ωB97M-V/def2-TZVPD) of a structure of composition C4H8O2.

```
14
C4H8O2 (ωB97M-V/def2-TZVPD)
C 0.6939 1.4334 -0.3481
C 0.1675 0.1175 -0.0418
C -1.2771 0.1160 0.4406
O -1.6826 -1.1859 0.6836
C 0.9053 -1.1153 -0.3630
O 0.8744 -1.2681 1.0000
H 0.3077 2.3149 0.2090
H 0.1327 0.9909 -1.3098
H 1.7136 1.5791 -0.7018
H -1.9920 0.5822 -0.2609
H -1.2838 0.7566 1.3440
H -0.8677 -1.5797 1.0764
H 1.9067 -0.9064 -0.7694
H 0.3659 -1.8422 -0.9748
```

LUMO level: 0.680 eV
ΔE to the lowest compared entry with this formula, charge and spin: 409.25 kJ/mol
HOMO energy: -9.5966 eV
strongest force on any atom: 2.64 eV Å⁻¹
spin multiplicity: 1